Record 1
72
Properties=species:S:1:pos:R:3:forces:R:3:lowdin_charge:R:1 method="wB97M-V/def2-TZVPD" total_charge=+1 gap_ev=8.368 e_above_lowest_kj_mol=48.73
Y 0.78580 -0.71357 0.27245 0.38 0.53 0.67 1.68
O 2.46669 0.79938 -0.59829 -0.06 -0.19 -0.05 -0.03
N 1.66770 1.42530 1.41911 -0.22 0.03 -0.20 0.10
N 3.18870 2.95715 2.03926 0.08 0.07 0.16 -0.07
N 1.44395 2.44551 3.51831 0.00 0.04 0.07 0.26
C -1.78012 -2.80327 -1.32091 0.00 -0.13 -0.02 -0.52
C 2.16946 -2.84771 0.93955 -0.27 0.35 0.02 -0.22
C -0.52871 -3.70124 -1.32474 -0.11 -0.02 0.01 -0.04
C 2.54255 1.52244 0.39998 0.02 0.13 0.08 -0.47
C 2.68917 -1.12564 2.35030 0.01 0.10 0.07 -0.19
C -2.53826 -2.94806 -2.64910 0.10 0.03 0.05 -0.04
C 0.52896 -1.35863 -3.64109 -0.10 0.09 0.01 -0.04
C 1.47915 -1.68584 2.79257 -0.49 -0.24 -0.27 -0.18
C 0.53059 1.08592 -3.41688 -0.05 -0.07 0.08 -0.06
C 3.82765 4.00497 2.81696 -0.11 0.02 0.01 0.00
C -0.92654 0.91015 -0.97301 0.25 -0.21 -0.05 -0.08
C -2.70929 -3.37509 -0.23830 0.02 0.01 -0.02 -0.06
C 2.07979 2.28745 2.36805 0.08 0.00 -0.17 -0.39
C -1.68029 1.03594 2.72064 -0.02 0.02 -0.09 -0.05
C 3.11443 -1.81887 1.21152 -0.19 -0.40 -0.53 -0.18
C -0.34379 -0.16728 -3.23002 0.06 0.00 -0.10 -0.53
C -1.53314 -0.00886 -4.19165 0.00 -0.05 0.07 -0.03
C -3.52566 1.74411 1.19895 0.04 -0.02 -0.02 -0.03
C -1.37452 2.97835 1.14289 -0.05 -0.03 0.00 -0.05
C -1.84003 -0.75546 0.23923 0.36 -0.02 -0.10 -0.10
C 1.15377 -2.76296 1.92739 -0.04 0.28 -0.37 -0.21
C -1.53934 0.62656 0.25645 -0.01 -0.33 0.10 -0.28
C 3.59220 2.56788 0.70397 0.00 -0.07 -0.21 0.00
C -1.45247 -1.33538 -1.00929 0.16 0.30 0.08 -0.19
C -0.85630 -0.26367 -1.78684 0.01 -0.10 0.40 -0.19
C -1.99982 1.59482 1.32603 -0.07 0.04 0.07 -0.55
H -0.15319 -3.83696 -0.30646 -0.01 0.02 -0.05 0.06
H -2.92074 -3.96568 -2.74219 0.01 -0.01 0.01 0.09
H -2.09877 0.88775 -3.93248 -0.01 0.00 -0.02 0.09
H -1.66732 3.40561 0.18262 0.03 0.01 0.00 0.09
H 0.27054 -3.38241 1.98448 0.07 -0.11 0.14 0.10
H 2.19349 -3.53925 0.10917 0.15 -0.12 0.12 0.10
H 0.92283 1.09766 -4.43430 -0.02 -0.01 -0.01 0.09
H 0.56905 1.96720 3.66324 0.02 0.00 -0.01 0.10
H -2.28261 0.15314 2.93818 0.02 -0.02 0.01 0.09
H 1.37249 -1.47202 -2.94977 0.04 -0.06 -0.03 0.08
H -0.02376 -2.29096 -3.67864 0.04 -0.05 0.03 0.06
H -1.89699 1.77465 3.49719 0.01 0.00 0.00 0.09
H 0.27810 -3.31623 -1.94567 0.01 0.02 -0.01 0.06
H 0.90743 -1.40064 3.66398 0.06 0.03 0.02 0.10
H 3.93801 3.69633 3.85655 0.03 -0.01 0.00 0.10
H 4.01490 -1.64295 0.64134 0.02 0.04 0.06 0.11
H -2.24025 -3.37280 0.74752 -0.02 0.00 0.01 0.08
H 3.22472 -0.32029 2.83145 -0.02 -0.02 0.00 0.10
H -1.90302 -2.76092 -3.51012 -0.05 0.00 -0.03 0.06
H -3.91310 2.42849 1.95698 0.01 0.00 0.00 0.09
H 1.37790 1.09222 -2.73041 0.01 0.05 0.00 0.07
H -0.54184 1.87505 -1.26258 -0.09 0.04 -0.04 0.11
H 3.26352 4.93813 2.76923 0.00 0.00 0.00 0.10
H 4.59745 2.14394 0.67443 -0.02 -0.02 0.02 0.15
H -1.17042 0.09995 -5.21572 -0.01 0.00 -0.01 0.09
H -0.04544 2.00116 -3.28384 0.02 0.03 0.01 0.08
H -0.79017 -4.69133 -1.70483 0.04 -0.02 0.02 0.10
H 1.73852 3.13308 4.18922 -0.02 0.00 0.01 0.12
H 0.94422 -1.18836 -4.63562 0.01 0.02 0.01 0.09
H -2.94325 -4.41203 -0.48227 0.00 0.00 0.00 0.09
H -0.63098 0.72683 2.78057 -0.01 -0.01 0.05 0.04
H -2.21359 -0.85538 -4.15543 0.01 0.03 -0.03 0.06
H -3.38619 -2.26287 -2.68503 0.00 0.00 -0.01 0.10
H 3.53860 3.39739 -0.00546 -0.01 -0.01 0.00 0.16
H -1.73166 3.65458 1.92231 0.01 0.00 0.00 0.09
H -3.78387 2.13756 0.21474 -0.03 0.00 0.01 0.10
H -2.31479 -1.29425 1.04375 -0.12 0.04 -0.03 0.11
H -3.64750 -2.82098 -0.18481 0.00 -0.01 0.02 0.10
H -4.01941 0.77899 1.31783 -0.02 0.01 0.01 0.09
H 4.82141 4.18105 2.41551 0.01 -0.03 0.00 0.10
H -0.28657 2.94112 1.18180 0.02 0.02 -0.02 0.05

Record 2
69
Properties=species:S:1:pos:R:3:forces:R:3:lowdin_charge:R:1 method="wB97M-V/def2-TZVPD" total_charge=-1 gap_ev=7.356
Br -0.13876 4.06241 -3.05963 -0.11 1.48 -0.68 0.28
Cl -9.70809 5.63292 -1.90351 -0.06 -0.02 0.04 0.52
Cl 9.77634 -3.16899 1.85467 0.03 0.01 -0.01 0.53
Cl -7.81375 2.87113 -2.56321 -0.08 -0.06 0.04 0.56
Cl 3.62100 -2.90400 2.94751 0.07 -0.06 0.15 0.54
Cl 12.28301 -3.63485 -0.41519 0.07 0.01 0.02 0.53
Cl 1.43437 -5.04308 7.06394 -0.04 -0.03 0.00 0.53
Cl 6.21295 -3.46983 0.79785 0.07 -0.03 0.09 0.56
Cl 0.34495 -1.99818 5.96951 -0.03 -0.03 0.03 0.53
P -0.06570 1.88269 -2.26911 -1.25 -2.07 -1.12 0.15
P 1.25626 2.58242 -0.60396 4.43 1.26 0.49 0.52
O 2.74400 2.26718 -0.81455 -3.21 0.58 0.81 -0.40
O 1.16136 4.32358 -0.55141 -1.02 -2.42 2.15 -0.37
O 0.75341 -1.02049 0.22787 -0.93 -1.60 2.10 -0.10
O 1.16379 -0.24630 -0.82194 -0.29 1.76 -1.31 -0.27
O -3.48919 3.44197 -3.30276 -1.01 -4.03 2.48 -0.04
O 0.64386 2.08828 0.95294 -0.18 1.72 -1.15 -0.26
N -4.41608 2.48766 -1.38351 0.88 -2.64 -0.72 0.05
C 1.71943 -2.31676 7.05584 0.20 0.00 0.09 -0.67
C -2.92650 -0.07280 1.33842 -3.90 0.50 -3.22 -0.06
C -5.28273 -1.07312 0.31112 2.36 2.70 -0.08 -0.08
C -1.30590 1.43114 -3.68294 -1.35 -1.11 -0.78 -0.40
C 4.47208 -3.52443 0.41680 -0.36 0.01 -0.07 -0.65
C -7.98890 5.59982 -2.37101 0.27 -0.01 -0.07 -0.66
C -2.79776 1.09846 -3.11019 0.38 -0.47 0.01 -0.16
C -3.59074 2.38224 -2.59724 1.13 3.60 -2.30 -0.37
C 3.67913 -2.50638 1.21096 -0.07 0.09 -0.45 -0.65
C -5.48165 0.18831 -0.61830 3.74 -0.42 2.94 -0.01
C 10.77726 -4.57640 -0.27292 -0.25 -0.13 -0.02 -0.67
C 0.03174 0.07301 -1.68324 -0.94 -2.38 -0.40 -0.34
C 2.43404 -3.61041 6.71431 0.18 0.23 -0.05 -0.67
C -3.12908 1.15832 0.42222 -1.84 -2.60 0.37 -0.02
C -4.37723 1.28288 -0.53427 0.11 -2.42 1.79 -0.21
C -4.03731 -1.18973 1.25886 -0.08 2.44 -1.74 -0.08
C 9.60590 -3.72221 0.17028 -0.01 -0.12 -0.21 -0.69
C -7.67940 4.47160 -3.33459 0.17 0.33 -0.19 -0.64
H 3.33993 -3.70252 7.31668 -0.12 0.05 0.00 0.07
H -1.37159 2.22899 -4.49487 0.15 -1.16 1.24 0.03
H -8.34488 4.48774 -4.19944 -0.01 -0.05 0.20 0.07
H -3.87088 -2.11421 1.92048 -0.55 1.53 -1.26 0.08
H 10.57439 -4.99860 -1.25956 -0.03 0.12 0.08 0.07
H 1.07254 1.63049 -3.13649 -0.07 0.41 0.35 0.00
H -5.36705 2.75163 -1.67276 0.55 -0.06 0.32 0.05
H -6.38160 0.29875 -1.32033 1.60 -0.21 1.21 0.08
H 9.48783 -2.84243 -0.46472 0.09 -0.09 0.12 0.07
H 2.64612 -2.48385 0.85727 0.12 0.03 0.01 0.06
H -2.31064 1.97133 0.43588 -1.71 -1.37 -0.24 0.08
H -6.65176 4.56356 -3.69428 -0.05 0.00 0.14 0.08
H 4.11763 -4.54046 0.59975 0.10 0.14 0.08 0.07
H -6.07049 -1.90641 0.23231 1.52 1.38 0.35 0.08
H -0.92945 -0.29235 -1.14489 1.50 0.78 -0.70 0.09
H -7.77116 6.55945 -2.84346 -0.02 -0.14 -0.03 0.07
H 10.95739 -5.40082 0.41925 0.00 0.19 -0.01 0.07
H 2.72054 -3.64617 5.66134 -0.17 0.02 0.13 0.03
H 0.33786 4.52390 -0.03668 0.85 0.20 -0.93 0.04
H 0.24237 2.88054 1.39713 0.61 -1.13 -0.47 0.05
H 1.34584 -2.32326 8.08141 -0.01 -0.09 -0.16 0.07
H 8.68409 -4.30428 0.12053 0.15 0.00 0.00 0.02
H -0.94101 0.43910 -4.15869 -0.57 1.50 0.60 0.07
H -7.39165 5.52469 -1.46063 -0.12 -0.08 -0.11 0.07
H 0.12343 -0.62161 -2.61201 -0.08 1.11 1.29 0.10
H 2.40746 -1.47518 6.94982 -0.02 -0.14 -0.07 0.07
H -3.44945 0.63183 -3.94976 0.96 0.90 1.30 0.12
H 4.37551 -3.31663 -0.65042 -0.01 0.10 0.14 0.08
H 4.09496 -1.50285 1.10683 -0.03 -0.15 0.06 0.08
H -1.17359 2.08153 -1.36568 -0.16 0.61 0.02 -0.04
H -2.64855 0.27169 -2.33774 -0.61 1.28 -0.77 0.08
H -2.00261 -0.15874 2.00301 -1.61 0.07 -1.04 0.09
H 0.26233 -0.46291 0.88111 0.69 0.19 -0.89 0.09

Record 3
7
Properties=species:S:1:pos:R:3:forces:R:3:lowdin_spin:R:1 method="wB97M-V/def2-TZVPD" s_squared=2.016 spin_multiplicity=3 gap_ev="4.107 / 5.417" e_above_lowest_kj_mol=355.75
S 1.72990 2.93715 -2.66009 0.46 1.00 1.51 0.51
O 0.25443 2.95296 -0.58747 0.56 1.50 -1.46 0.23
O 3.04488 2.69683 -2.08946 0.70 0.50 0.47 0.35
O 1.14188 1.85336 -3.37153 -1.55 -1.51 -1.33 0.29
N 0.18440 1.79347 -0.26743 0.38 1.74 -0.51 0.08
C 0.06078 0.76222 0.21212 0.59 -6.40 1.63 0.32
H 0.65877 -0.70326 0.24398 -1.13 3.18 -0.31 0.23

Record 4
16
Properties=species:S:1:pos:R:3:forces:R:3:lowdin_charge:R:1 method="wB97M-V/def2-TZVPD" smiles=C1OCSCSCS1 gap_ev=9.374 e_above_lowest_kj_mol=69.19
S 0.73465 -1.56592 0.54078 -0.07 0.17 -0.43 0.83
S -2.18826 -1.27695 -0.26888 0.00 0.15 0.20 0.75
S -1.26740 1.66402 -0.19312 -0.12 -0.14 0.06 0.85
O 1.28363 0.81743 -0.69409 0.05 -0.07 0.17 -0.26
C 1.89795 -0.32265 -0.15000 0.49 -0.51 -0.49 -0.50
C -1.98060 0.24067 0.70084 0.21 0.12 -0.07 -0.82
C 0.49478 1.59851 0.18275 0.30 -0.17 0.68 -0.53
C -0.49568 -1.54264 -0.81360 0.20 -0.40 -0.53 -0.81
H 2.47022 -0.75511 -1.00576 -0.45 0.25 0.74 0.10
H 2.61145 -0.11531 0.67612 -0.42 0.10 -0.36 0.09
H -0.19040 -0.74891 -1.50937 -0.14 -0.17 0.24 0.03
H -1.35735 0.03797 1.58050 -0.24 0.08 -0.18 0.02
H 0.66420 1.29837 1.23265 -0.22 0.02 -0.37 0.09
H -0.52759 -2.49890 -1.38249 0.16 0.58 0.52 0.04
H 0.83843 2.62477 0.08771 -0.06 0.16 -0.13 0.08
H -2.98802 0.54465 1.01597 0.33 -0.15 -0.05 0.03

Record 5
17
Properties=species:S:1:pos:R:3:forces:R:3:lowdin_charge:R:1 method="wB97M-V/def2-TZVPD" total_charge=-1 gap_ev=8.398 e_above_lowest_kj_mol=70.99
O -0.80079 2.65412 -0.39476 0.36 0.13 0.07 -0.12
O 0.39832 -0.09905 2.93133 -0.04 -0.06 0.35 -0.10
O -0.04922 -0.10535 -0.03836 1.17 -0.17 -0.13 -0.46
O -1.43182 0.47989 -2.22068 0.46 -1.49 0.65 -0.15
O -0.50054 -3.15158 0.52314 0.28 0.81 0.05 -0.10
C 1.25439 0.23826 -0.53437 -1.81 0.16 1.18 -0.29
H -1.02031 -2.60084 1.12048 -0.32 -0.34 0.23 0.02
H -0.89267 2.33834 -1.30285 -0.29 -0.05 0.02 0.00
H 0.01767 -2.39998 0.16878 -0.02 -0.18 -0.33 0.01
H -0.69168 0.05487 -1.66351 -0.50 0.95 -0.14 0.00
H 1.55505 1.21232 -0.08735 0.11 -0.05 -0.72 0.06
H 1.19279 0.27298 -1.64559 0.85 0.14 0.43 0.06
H 1.36052 -0.13123 2.96821 -0.25 -0.02 -0.30 0.02
H 2.00025 -0.45211 -0.14532 0.47 -0.49 -0.46 0.04
H -2.09428 0.00897 -1.68340 -0.33 0.64 -0.48 0.04
H 0.14063 -0.16178 1.98936 0.25 0.13 -0.47 -0.01
H -0.43833 1.84218 0.01488 -0.39 -0.12 0.04 -0.01

Number 1: DFT total energy -35186.905 eV. Number 2: DFT total energy -221771.344 eV. Number 3: DFT total energy -19511.046 eV. Number 4: DFT total energy -38830.238 eV. Number 5: DFT total energy -11453.919 eV.